1.
# C5H11NOS

The molecule C5H11NOS at a distorted geometry (ωB97M-V with the def2-TZVPD basis set, the OMol25 dataset).

The calculation puts the total energy at -19735.940 eV. For the gap between HOMO and LUMO, the calculation gives 9.41 eV. The calculation puts the largest force on an atom at 0.0224 hartree/bohr. Its structure (SMILES) is CC[C@H](C)N(S)C=O. Its energy relative to the best compared isomer or geometry (same formula, charge and spin) is 111.5 kJ/mol. For the HOMO energy, the calculation gives -8.62 eV.

Each line ends with the Löwdin charge.
Atoms and positions in Å:
C1 1.1153 -0.4899 1.5265  -0.09
C2 0.9651 -1.1090 0.1382  -0.22
C3 0.1357 -0.2754 -0.8694  -0.42
C4 0.8529 1.0149 -1.2684  -0.06
C5 -1.6547 1.0935 0.2547  -0.41
H1 0.1196 -0.3511 1.9901  0.08
H2 1.6084 0.4864 1.4784  0.07
H3 1.7080 -1.1391 2.1436  0.06
H4 1.9409 -1.2989 -0.2911  0.11
H5 0.4831 -2.0787 0.2270  0.09
H6 0.0165 -0.8697 -1.7551  0.12
H7 1.1243 1.6594 -0.3987  0.08
H8 0.2153 1.6293 -1.9382  0.09
H9 1.7813 0.7545 -1.7900  0.09
H10 -3.2254 -0.7417 0.3311  -0.10
H11 -0.9244 1.9276 0.2366  0.14
N1 -1.2239 -0.0299 -0.3683  -0.42
O1 -2.7504 1.2229 0.7589  -0.02
S1 -2.2878 -1.4050 -0.4058  0.84


2.
# C5H8O2

A structure of composition C5H8O2 (ωB97M-V with the def2-TZVPD basis set, the OMol25 dataset).

The calculation puts the total energy at -9403.783 eV. For the gap between HOMO and LUMO (alpha / beta), the calculation gives 8.04 / 8.04 eV. The calculation puts the largest force on an atom at 0.0084 hartree/bohr. Its energy relative to the best compared isomer or geometry (same formula, charge and spin) is 583.7 kJ/mol. For the HOMO energy (alpha / beta), the calculation gives -7.40 / -7.40 eV.

Each line ends with the Löwdin charge.
Atoms and positions in Å:
C1 -1.7818 0.8187 -0.6103  0.01
C2 -0.6647 0.4398 0.2824  -0.24
C3 0.7062 -1.0763 -0.6412  -0.06
C4 0.8004 0.1773 0.1782  -0.52
O1 1.6988 1.2138 -0.0524  0.04
C5 0.5255 -0.5233 1.5473  -0.09
O2 -0.8173 -0.0411 1.4863  0.06
H1 -2.7054 0.3128 -0.3134  0.09
H2 -1.5396 0.5542 -1.6466  0.09
H3 -1.9388 1.9031 -0.5769  0.09
H4 1.6079 -1.6988 -0.6139  0.08
H5 0.3004 -0.9922 -1.6549  0.06
H6 2.4701 0.8218 -0.4818  0.10
H7 0.3275 -1.5823 0.5933  0.15
H8 1.0109 -0.3275 2.5040  0.11


3.
# C20H24O8

The molecule C20H24O8 at a distorted geometry (ωB97M-V with the def2-TZVPD basis set, the OMol25 dataset).

The calculation puts the total energy at -37510.249 eV. For the gap between HOMO and LUMO, the calculation gives 8.93 eV. The calculation puts the largest force on an atom at 0.0248 hartree/bohr. Its structure (SMILES) is CCOC(=O)[C@@H]1C(=O)C[C@@](C)(O)[C@@H](C(=O)OCC)[C@@H]1c1ccc2c(c1)OCO2. For the HOMO energy, the calculation gives -8.27 eV.

Each line ends with the Löwdin charge.
Atoms and positions in Å:
C1 1.9404 3.2219 2.1474  -0.06
C2 0.9643 4.0455 1.3211  -0.20
H1 1.4356 4.9563 0.9473  0.13
H2 0.0801 4.2989 1.9148  0.12
O1 0.5462 3.3426 0.1468  0.02
C3 -0.4584 2.4853 0.2635  -0.46
O2 -1.0486 2.2572 1.2899  0.12
C4 -0.7721 1.8601 -1.0860  -0.07
C5 -2.2271 2.1651 -1.4346  -0.33
O3 -2.5106 3.0183 -2.2312  0.14
C6 -3.2356 1.3608 -0.6656  -0.02
H3 -4.2266 1.5499 -1.0787  0.14
H4 -3.1976 1.6989 0.3723  0.14
C7 -2.9427 -0.1481 -0.7054  -0.51
O4 -3.0582 -0.5578 -2.0450  0.02
H5 -2.7072 -1.4604 -2.1162  0.09
C8 -3.9520 -0.8925 0.1796  0.01
H6 -3.8641 -0.5735 1.2143  0.10
H7 -4.9609 -0.6909 -0.1713  0.09
H8 -3.7802 -1.9655 0.1247  0.09
C9 -1.5058 -0.3835 -0.1732  -0.11
C10 -1.1769 -1.8606 -0.1952  -0.46
O5 -1.3498 -2.5770 -1.1537  0.12
O6 -0.6677 -2.2672 0.9594  0.02
C11 -0.2815 -3.6408 1.0648  -0.20
C12 -1.4710 -4.5279 1.4018  -0.06
H9 -2.1882 -4.5173 0.5848  0.07
H10 -1.9587 -4.1750 2.3072  0.08
H11 -1.1317 -5.5480 1.5555  0.08
H12 0.1711 -3.9526 0.1183  0.13
H13 0.4657 -3.6616 1.8601  0.13
H14 -1.4368 -0.0155 0.8503  0.15
C13 -0.5071 0.3393 -1.0883  -0.15
C14 0.9377 0.0634 -0.7465  -0.17
C15 1.3823 0.0094 0.5661  -0.03
C16 2.7198 -0.2160 0.8845  0.02
C17 3.5952 -0.3796 -0.1596  -0.20
C18 3.1593 -0.3244 -1.4842  -0.19
C19 1.8426 -0.1055 -1.8006  0.08
H15 1.5201 -0.0689 -2.8280  0.14
O7 4.2247 -0.5193 -2.3210  0.04
C20 5.3468 -0.6995 -1.4845  -0.16
O8 4.9450 -0.6099 -0.1337  0.04
H16 6.0957 0.0798 -1.6986  0.14
H17 5.7916 -1.6900 -1.6716  0.14
H18 3.0560 -0.2601 1.9067  0.12
H19 0.6833 0.1364 1.3760  0.12
H20 -0.6937 -0.0094 -2.1105  0.16
H21 -0.1251 2.3421 -1.8247  0.17
H22 1.4394 2.3505 2.5597  0.07
H23 2.7693 2.8895 1.5274  0.08
H24 2.3240 3.8270 2.9639  0.08


4.
# C26H48Cl3GaN6O3Si

A structure of composition C26H48Cl3GaN6O3Si at a distorted geometry (ωB97M-V with the def2-TZVPD basis set, the OMol25 dataset).

The calculation puts the total energy at -140648.682 eV. For the gap between HOMO and LUMO, the calculation gives 8.76 eV. The calculation puts the largest force on an atom at 0.0298 hartree/bohr. Its energy relative to the best compared isomer or geometry (same formula, charge and spin) is 0.0 kJ/mol. For the HOMO energy, the calculation gives -8.36 eV.

Each line ends with the Löwdin charge.
Atoms and positions in Å:
C1 2.9673 -2.3720 -2.7670  -0.04
C2 2.8656 -1.6296 -4.0625  -0.22
H1 2.3071 -3.2500 -2.7987  0.07
H2 2.6944 -1.7479 -1.9089  0.05
H3 3.9977 -2.7340 -2.6189  0.10
C3 2.7372 -2.2838 -5.2413  -0.15
C4 2.6735 -3.7609 -5.4406  -0.11
H4 2.7438 -1.7214 -6.1811  0.11
H5 2.0096 -4.2911 -4.7347  0.07
H6 3.6707 -4.2369 -5.3981  0.08
H7 2.2826 -3.9164 -6.4588  0.07
Ga1 3.6077 1.3038 -1.3426  -0.18
Cl1 4.2988 0.0791 0.2806  0.21
Cl2 4.3261 3.3408 -1.5450  0.22
C5 1.3338 3.0804 0.0975  -0.28
O1 1.3983 1.9555 -0.4535  -0.07
N1 0.2389 3.6266 0.6596  -0.16
C6 -1.0025 2.9084 0.9061  -0.03
C7 0.2525 5.0643 0.8861  -0.04
H8 2.2227 3.7324 0.1693  0.11
H9 -0.8159 1.9460 1.3916  0.09
H10 -1.5626 2.7188 -0.0157  0.07
H11 -1.6059 3.5486 1.5595  0.09
H12 1.0714 5.3202 1.5703  0.10
H13 -0.7110 5.3814 1.2949  0.09
H14 0.4682 5.5884 -0.0553  0.10
H15 -0.0927 -5.3149 2.7164  0.09
H16 -0.7475 -4.0318 0.1279  0.06
C8 -1.1747 -5.4448 2.5751  -0.06
C9 -1.7529 -4.2617 0.4868  -0.08
N2 -1.7815 -4.3038 1.9235  -0.20
H17 -1.6428 -5.5717 3.5555  0.09
C10 -2.0840 -3.1928 2.6376  -0.32
O2 -2.3816 -2.0878 2.1752  -0.03
H18 -2.4421 -3.5151 0.0960  0.07
H19 -2.0529 -3.3847 3.7284  0.13
H20 -1.3321 -6.3305 1.9560  0.09
H21 -2.0197 -5.2415 0.0928  0.09
O3 3.2142 0.3921 -2.7802  -0.23
C11 3.1676 -0.1165 -4.0825  -0.30
C12 1.1783 0.2138 -5.6859  -0.06
C13 2.2540 0.7489 -4.9596  -0.16
H22 0.9093 -0.8417 -5.5344  0.10
C14 0.4922 0.9936 -6.6362  -0.08
H23 4.1511 -0.0683 -4.6098  0.17
C15 2.5508 2.1095 -5.0647  -0.03
H24 -0.3166 0.5392 -7.2306  0.11
C16 0.8743 2.3306 -6.8111  -0.10
C17 1.8617 2.8945 -5.9882  -0.08
H25 3.3361 2.5201 -4.4233  0.10
H26 0.3939 2.9383 -7.5847  0.10
H27 2.1053 3.9479 -6.0912  0.10
Si1 -1.6777 -0.2096 -1.9207  0.18
Cl3 -0.5679 -1.3513 -0.6232  0.40
C18 -1.6219 -1.2436 -3.5050  -0.22
C19 -0.8575 1.3750 -2.5902  -0.19
C20 -3.0487 0.2354 -0.6981  -0.23
H28 -1.4916 -0.5929 -4.3782  0.01
H29 -2.5590 -1.7936 -3.6512  0.02
H30 -0.7579 -1.9234 -3.4935  0.02
H31 -3.8434 -0.5222 -0.5524  0.03
H32 -3.5123 1.1932 -1.0086  0.03
H33 -2.5999 0.3578 0.3061  0.01
H34 -0.9300 1.5126 -3.6893  0.03
H35 0.2088 1.3611 -2.3273  0.01
H36 -1.3574 2.2434 -2.1329  0.01
C21 -0.8891 1.5912 4.3916  -0.18
N3 -0.5321 0.1779 4.6017  -0.09
C22 -1.7507 -0.5911 4.8880  -0.19
N4 -2.4651 -0.0675 6.0789  -0.09
C23 -2.7818 1.3654 5.8463  -0.18
N5 -1.5725 2.1701 5.5826  -0.10
C24 -0.6496 2.0303 6.7466  -0.16
N6 -0.2728 0.6054 7.0022  -0.10
C25 0.3689 0.0805 5.7784  -0.17
C26 -1.5304 -0.1499 7.2339  -0.17
H37 -1.5781 1.6637 3.5376  0.11
H38 0.0330 2.1630 4.1930  0.12
H39 -1.4692 -1.6366 5.0889  0.11
H40 -2.4144 -0.5594 4.0144  0.11
H41 -3.2758 1.7599 6.7479  0.12
H42 -3.4356 1.4311 4.9655  0.12
H43 0.2748 2.5918 6.5356  0.12
H44 -1.1607 2.4217 7.6403  0.12
H45 0.6072 -0.9791 5.9399  0.12
H46 1.2788 0.6638 5.5699  0.12
H47 -2.0390 0.2606 8.1216  0.12
H48 -1.2670 -1.2059 7.3780  0.12


5.
# C5H8O

The molecule C5H8O (ωB97M-V with the def2-TZVPD basis set, the OMol25 dataset).

The calculation puts the total energy at -7360.277 eV. For the gap between HOMO and LUMO, the calculation gives 10.05 eV. The calculation puts the largest force on an atom at 0.0109 hartree/bohr. Its structure (SMILES) is C=CCOC=C. Its energy relative to the best compared isomer or geometry (same formula, charge and spin) is 190.9 kJ/mol. For the HOMO energy, the calculation gives -8.92 eV.

Each line ends with the Löwdin charge.
Atoms and positions in Å:
O1 0.0861 -0.1660 -1.7097  -0.09
C1 0.1774 -1.4090 -1.1907  -0.23
C2 0.5754 -1.7292 0.0359  0.02
C3 -0.7570 0.8833 0.3403  -0.18
C4 -0.4778 1.2388 1.5881  0.00
C5 0.2360 0.8978 -0.7768  -0.22
H1 -0.1630 -2.1481 -1.9129  0.12
H2 0.5389 -2.7595 0.3286  0.05
H3 0.9927 -1.0657 0.7779  0.05
H4 -1.7857 0.7343 0.0269  0.11
H5 -1.2762 1.4271 2.2969  0.06
H6 0.5436 1.3610 1.9472  0.07
H7 0.0543 1.7938 -1.3768  0.13
H8 1.2554 0.9414 -0.3747  0.13


6.
# C31H55InO5SSi

A structure of composition C31H55InO5SSi at a distorted geometry (ωB97M-V with the def2-TZVPD basis set, the OMol25 dataset).

The calculation puts the total energy at -67165.632 eV. For the gap between HOMO and LUMO, the calculation gives 7.09 eV. The calculation puts the largest force on an atom at 0.0243 hartree/bohr. Its energy relative to the best compared isomer or geometry (same formula, charge and spin) is 0.0 kJ/mol. For the HOMO energy, the calculation gives -7.54 eV.

Each line ends with the Löwdin charge.
Atoms and positions in Å:
O1 0.1947 -0.0390 -8.2509  -0.10
C1 0.0679 1.2592 -8.9056  -0.16
C2 -0.1537 0.6587 -10.2994  -0.07
H1 0.9935 1.8424 -8.8205  0.12
H2 -0.7911 1.8235 -8.5227  0.11
C3 0.0421 -0.6927 -9.5460  -0.58
H3 0.6289 0.8848 -11.0285  0.11
H4 -1.1621 0.7989 -10.6988  0.11
C4 1.2976 -1.4275 -9.9753  -0.03
H5 2.1658 -0.7571 -9.9826  0.09
H6 1.1638 -1.8317 -10.9885  0.09
H7 1.4931 -2.2665 -9.2965  0.09
C5 -1.1704 -1.6003 -9.5941  -0.03
H8 -2.0778 -1.0637 -9.2921  0.09
H9 -1.0177 -2.4594 -8.9296  0.09
H10 -1.3108 -1.9781 -10.6161  0.09
In1 0.0824 0.1860 -0.0212  0.88
C6 -2.6640 -0.9420 0.6387  -0.12
C7 -2.2077 0.3994 0.8400  -0.22
C8 -2.1214 1.0351 -0.4691  -0.23
H11 -2.1468 0.9210 1.7936  0.09
C9 -2.6055 0.0769 -1.4192  -0.16
C10 -2.8858 -1.1287 -0.7416  -0.13
H12 -3.2742 -2.0354 -1.2027  0.10
H13 -2.8736 -1.6569 1.4297  0.08
H14 -1.9716 2.1013 -0.6379  0.10
H15 -2.8217 0.2894 -2.4658  0.10
C11 1.0533 -2.2349 1.0332  -0.16
C12 0.2767 -3.0373 0.1673  -0.13
C13 0.6117 -2.7133 -1.1735  -0.15
H16 -0.4073 -3.8264 0.4734  0.10
C14 1.5971 -1.6959 -1.1624  -0.19
C15 1.8682 -1.3597 0.2188  -0.26
H17 2.7174 -0.7725 0.5742  0.09
H18 1.1187 -2.2910 2.1207  0.08
H19 0.2397 -3.2168 -2.0629  0.10
H20 2.1584 -1.3150 -2.0128  0.10
O2 0.1110 0.3529 -2.5771  -0.27
C16 -0.2213 -0.5879 -3.6386  -0.18
C17 -0.5074 0.2344 -4.8843  -0.15
H21 -1.0703 -1.2061 -3.3196  0.12
H22 0.6380 -1.2539 -3.7974  0.12
C18 0.3076 1.5126 -4.6553  -0.15
H23 -1.5787 0.4742 -4.9099  0.12
H24 -0.2436 -0.2691 -5.8181  0.10
C19 0.3161 1.6761 -3.1410  -0.17
H25 -0.0939 2.3803 -5.1842  0.12
H26 1.3369 1.3450 -4.9969  0.12
H27 -0.4989 2.3336 -2.8012  0.12
H28 1.2668 2.0679 -2.7562  0.13
C20 -1.1270 -2.6351 3.9614  -0.02
C21 -1.5370 -1.2590 4.4679  -0.60
C22 -3.0536 -1.1141 4.4599  -0.02
C23 -0.9831 -1.0097 5.8652  -0.03
O3 -1.0188 -0.2442 3.5357  -0.17
Si1 0.4230 0.5522 3.6723  -0.10
S1 0.9980 1.4741 1.9000  0.45
O4 0.2530 1.6604 4.8836  -0.17
C24 -0.5013 2.8895 5.1094  -0.62
C25 -0.7524 3.6210 3.8015  -0.07
C26 -1.8195 2.5671 5.8013  -0.04
C27 0.3334 3.7527 6.0451  -0.04
O5 1.5380 -0.5641 4.2010  -0.17
C28 2.9174 -0.3818 4.6554  -0.63
C29 3.8090 -0.2216 3.4324  -0.05
C30 3.0186 0.8212 5.5855  -0.04
C31 3.3176 -1.6463 5.4067  -0.03
H29 -1.6116 -3.4142 4.5675  0.09
H30 -0.0407 -2.7663 4.0338  0.08
H31 -1.4345 -2.7719 2.9180  0.08
H32 -3.5000 -1.8823 5.1069  0.09
H33 -3.3594 -0.1281 4.8338  0.08
H34 -3.4570 -1.2424 3.4494  0.07
H35 0.1045 -1.1509 5.8985  0.08
H36 -1.2240 0.0032 6.2137  0.07
H37 -1.4294 -1.7217 6.5759  0.10
H38 -1.4112 3.0461 3.1419  0.07
H39 -1.2394 4.5819 4.0184  0.09
H40 0.1870 3.8138 3.2741  0.06
H41 -1.6426 2.0865 6.7724  0.09
H42 -2.3625 3.5033 5.9995  0.09
H43 -2.4625 1.9349 5.1756  0.08
H44 0.5066 3.2393 6.9992  0.09
H45 1.2968 4.0134 5.5907  0.09
H46 -0.2065 4.6858 6.2618  0.09
H47 3.5105 0.6431 2.8285  0.05
H48 4.8519 -0.0936 3.7547  0.09
H49 3.7493 -1.1225 2.8116  0.08
H50 2.3110 0.7319 6.4184  0.09
H51 4.0266 0.8780 6.0252  0.09
H52 2.8448 1.7648 5.0553  0.08
H53 2.6777 -1.8214 6.2817  0.09
H54 3.2765 -2.5261 4.7520  0.09
H55 4.3528 -1.5420 5.7640  0.09


Question: What is the largest force on an atom in the third record?
Answer: 0.0248 hartree/bohr


Question: What is the largest force on an atom in the third record?
Answer: 0.0248 hartree/bohr